DFT (ωB97M-V/def2-TZVPD) results for a molecular structure, C33H57CrFN2O2Si at a distorted geometry.

Calculated values
- LUMO (spin up / spin down) (eV) = 0.3 / 0.3
- highest occupied orbital energy (spin up / spin down) (eV) = -5.655 / -7.296
- HOMO-LUMO gap (spin up / spin down) (eV) = 6.00 / 7.63
- E (eV) = -81235.2923

```
! RIJCOSX wB97M-V def2-TZVPD def2/J DEFGRID3
* xyz 0 5
O -1.5191 1.6850 2.5575
O -1.2162 2.7573 0.5509
C -2.2223 0.6492 3.2918
C -2.0875 0.7600 4.7942
H -1.8380 -0.3170 2.9360
H -3.2659 0.7775 2.9826
H -1.3072 0.1085 5.1693
H -3.0204 0.3581 5.2149
H -1.9652 1.7845 5.1647
C -0.0656 1.7011 2.8607
C 0.2253 3.0511 3.4436
H 0.5401 1.4703 1.9633
H 0.0742 0.8752 3.5770
H 0.0089 3.8577 2.7325
H 1.2862 3.0900 3.7155
H -0.3864 3.1876 4.3441
C -0.4372 3.7319 -0.2816
C -2.5074 3.4424 0.7972
C 0.9627 3.2169 -0.2774
H -0.5438 4.7090 0.2172
H -0.9557 3.8600 -1.2520
H 1.3609 3.3003 0.7307
H 1.6099 3.7911 -0.9347
H 0.9527 2.1775 -0.5844
C -2.3649 4.5230 1.8483
H -3.2996 2.7108 1.0241
H -2.7070 3.9127 -0.1931
H -2.0498 4.0696 2.7982
H -3.3403 4.9912 1.9931
H -1.6826 5.3376 1.5775
H -1.1905 1.8126 0.9438
N 1.3523 -2.4711 0.2696
C 2.3161 -3.2965 -0.1681
C 2.7285 -3.3430 -1.4928
C 2.4109 -2.4344 -2.4914
C 3.0088 -4.1888 0.8406
H 2.3006 -4.7923 1.4245
H 3.6485 -3.6464 1.5548
H 3.6619 -4.8773 0.2959
C 3.1897 -2.3548 -3.7689
H 3.7175 -1.3950 -3.8646
H 2.5627 -2.4764 -4.6616
H 3.9274 -3.1603 -3.7529
N 1.4071 -1.5696 -2.3426
C 1.2169 -2.2994 1.6921
C 0.2554 -3.0603 2.3856
C -0.5239 -4.1204 1.6676
C 0.0752 -2.8026 3.7407
H -0.6909 -3.3727 4.2811
C 0.8799 -1.8853 4.4156
H 0.7787 -1.7486 5.4935
C 1.8921 -1.1893 3.7219
H 2.5675 -0.5118 4.2368
C 2.0764 -1.4043 2.3581
C 3.1830 -0.7174 1.6047
C 1.1309 -0.5598 -3.3129
C 0.2019 -0.8338 -4.3263
C -0.3055 -2.2237 -4.5325
C -0.2163 0.2221 -5.1374
H -0.9615 0.0117 -5.9003
C 0.3010 1.5020 -4.9458
H -0.0684 2.3243 -5.5643
C 1.2892 1.7534 -3.9867
H 1.7172 2.7446 -3.8603
C 1.7390 0.6977 -3.1777
C 2.8415 0.8643 -2.1801
Cr 0.0758 -1.5099 -0.9429
H -0.9027 -3.7978 0.6871
H -1.3901 -4.3860 2.2897
H 0.0595 -5.0372 1.4829
H 2.8334 -0.3469 0.6296
H 4.0219 -1.4073 1.4047
H 3.5791 0.1547 2.1487
H -1.1082 -2.1989 -5.2775
H -0.7008 -2.6851 -3.6161
H 0.4859 -2.8796 -4.9226
H 3.6857 0.1907 -2.4009
H 2.5139 0.6325 -1.1511
H 3.2124 1.8961 -2.1968
H 3.4881 -4.0986 -1.7284
C -0.9073 0.1936 0.1147
Si -2.3835 0.1960 -1.0576
H 0.1528 0.4156 -0.2375
H -0.8636 -0.4927 1.0037
C -3.9879 0.4010 -0.0475
C -2.7514 -1.2432 -2.2579
C -2.3017 1.6645 -2.2794
H -2.6797 1.4256 -3.2899
H -1.2681 1.9995 -2.4446
H -2.8989 2.5463 -1.9666
H -4.3977 -0.5844 0.2196
H -4.7804 0.9332 -0.5945
H -3.8359 0.9346 0.8998
H -2.5289 -2.2368 -1.8278
H -2.1866 -1.1711 -3.2043
H -3.8265 -1.2515 -2.5133
F -1.0680 -3.0243 -1.1447
*
```

Charges computed using Mulliken, reported in e: number 1, O, carries -0.1762; number 2, O, carries 1.1580; number 3, C, carries -0.2998; number 4, C, carries -1.3210; number 5, H, carries 0.1348; number 6, H, carries 0.5321; number 7, H, carries 0.2436; number 8, H, carries 0.4548; number 9, H, carries 0.2273; number 10, C, carries 1.1149; number 11, C, carries -1.5945; number 12, H, carries -0.4787; number 13, H, carries 0.2299; number 14, H, carries 0.2081; number 15, H, carries 0.4128; number 16, H, carries 0.3060; number 17, C, carries -0.8782; number 18, C, carries -0.0253; number 19, C, carries -0.4270; number 20, H, carries 0.4713; number 21, H, carries 0.4948; number 22, H, carries 0.2117; number 23, H, carries 0.5645; number 24, H, carries -0.3805; number 25, C, carries -1.3192; number 26, H, carries 0.1890; number 27, H, carries 0.4349; number 28, H, carries 0.2162; number 29, H, carries 0.4426; number 30, H, carries 0.3985; number 31, H, carries -1.0782; number 32, N, carries 1.4863; number 33, C, carries 1.2246; number 34, C, carries -2.0489; number 35, C, carries 1.3227; number 36, C, carries -1.5282; number 37, H, carries 0.2210; number 38, H, carries 0.2033; number 39, H, carries 0.4767; number 40, C, carries -1.5050; number 41, H, carries 0.1990; number 42, H, carries 0.2194; number 43, H, carries 0.4903; number 44, N, carries 1.2597; number 45, C, carries -0.6918; number 46, C, carries 1.6124; number 47, C, carries -1.6199; number 48, C, carries -0.8784; number 49, H, carries 0.4125; number 50, C, carries -0.7848; number 51, H, carries 0.4730; number 52, C, carries -0.6804; number 53, H, carries 0.4698; number 54, C, carries 0.6245; number 55, C, carries -1.5181; number 56, C, carries -0.2650; number 57, C, carries 1.1498; number 58, C, carries -1.3563; number 59, C, carries -0.8650; number 60, H, carries 0.4309; number 61, C, carries -0.9744; number 62, H, carries 0.3637; number 63, C, carries -0.8918; number 64, H, carries 0.4480; number 65, C, carries 0.7747; number 66, C, carries -0.9807; number 67, Cr, carries -0.9889; number 68, H, carries 0.0611; number 69, H, carries 0.4418; number 70, H, carries 0.2511; number 71, H, carries -0.0200; number 72, H, carries 0.3068; number 73, H, carries 0.4764; number 74, H, carries 0.4202; number 75, H, carries 0.2535; number 76, H, carries 0.2833; number 77, H, carries 0.3257; number 78, H, carries -0.3858; number 79, H, carries 0.4329; number 80, H, carries 0.1759; number 81, C, carries 1.2046; number 82, Si, carries 0.4964; number 83, H, carries -0.0698; number 84, H, carries 0.1081; number 85, C, carries -1.1592; number 86, C, carries -1.3701; number 87, C, carries -0.8647; number 88, H, carries 0.5412; number 89, H, carries -0.2265; number 90, H, carries 0.4655; number 91, H, carries 0.3281; number 92, H, carries 0.3448; number 93, H, carries -0.0081; number 94, H, carries 0.2976; number 95, H, carries 0.2420; number 96, H, carries 0.4719; number 97, F, carries -0.5767